Record 1
Density functional theory data (wB97M-V/def2-TZVPD) for 6 unconnected molecules or ions with the total composition C4H19NO7 in a non-equilibrium geometry.

Properties
Electronic energy ... -20278.8534 eV
Spin multiplicity ... 1
SMILES string ... NCCCC(=O)O.O.O.O.O.O

Last column: natural (NBO) charge in e.
CARTESIAN COORDINATES (ANGSTROEM)
N 0.53 2.14 -1.62  -0.8911
C -0.27 0.98 -1.35  -0.2369
C 0.11 -0.31 -2.11  -0.3911
C -0.12 -1.63 -1.33  -0.5176
C -1.47 -1.66 -0.67  0.8514
O -1.76 -1.43 0.49  -0.6776
O -2.42 -1.99 -1.55  -0.6918
H 0.84 2.75 -0.87  0.3953
H 0.37 2.70 -2.43  0.3737
H -0.30 0.81 -0.26  0.2058
H -1.34 1.14 -1.54  0.1717
H -0.52 -0.46 -2.99  0.2052
H 1.15 -0.22 -2.41  0.2120
H -0.09 -2.42 -2.10  0.2481
H 0.59 -1.76 -0.50  0.2533
H -3.34 -2.02 -1.30  0.5087
O 2.92 0.66 -0.13  -0.9439
H 2.85 0.17 -0.96  0.4709
H 2.24 1.33 -0.19  0.4694
O 0.34 1.24 2.64  -0.9852
H -0.20 0.46 2.84  0.4897
H 1.24 0.94 2.54  0.4724
O 0.00 -3.45 1.38  -0.9749
H -0.52 -2.64 1.49  0.4878
H 0.56 -3.52 2.14  0.4717
O 0.68 4.03 0.70  -0.9482
H 0.06 4.06 1.42  0.4884
H 1.40 3.45 0.97  0.4716
O -0.82 -1.24 2.85  -0.9596
H -1.79 -1.25 2.92  0.4779
H -0.91 -0.85 1.92  0.4929

Record 2
Density functional theory data (wB97M-V/def2-TZVPD) for a molecular structure, C4H19O6 in a non-equilibrium geometry.

Properties
Electronic energy ... -16743.0755 eV
Spin multiplicity ... 1
Total charge ... -1

Last column: natural (NBO) charge in e.
CARTESIAN COORDINATES (ANGSTROEM)
C 1.16 -0.66 0.93  -0.0586
O 2.06 -0.74 -0.14  -0.8278
C -0.27 -1.15 0.62  -0.4359
C -0.58 -1.34 -0.89  -0.4109
C -1.96 -0.82 -1.26  -0.6087
H 1.58 -1.22 1.78  0.1500
H 1.15 0.39 1.23  0.1691
H -1.02 -0.46 1.07  0.1991
H -0.46 -2.10 1.12  0.1911
H -0.54 -2.39 -1.20  0.2015
H 0.17 -0.78 -1.48  0.2130
H -2.15 -0.98 -2.33  0.1993
H -2.02 0.30 -1.13  0.2053
H -2.78 -1.29 -0.64  0.1877
H -2.38 1.84 1.48  0.5027
H -3.01 0.58 0.89  0.4562
O -3.23 1.39 1.37  -0.9931
H 2.84 -3.56 -0.07  0.4487
H 2.20 -2.34 -0.74  0.5063
O 2.40 -3.30 -0.86  -0.9989
H 0.81 1.05 -2.02  0.4436
H 1.89 0.10 -0.81  0.5056
O 1.62 1.20 -1.63  -1.0630
H 1.88 2.75 0.70  0.4518
H 1.37 2.07 -0.72  0.4973
O 1.12 2.86 0.13  -1.0584
H -0.99 3.47 1.89  0.4556
H -0.04 2.58 0.98  0.5098
O -0.80 2.55 1.71  -1.0385

Record 3
Density functional theory data (wB97M-V/def2-TZVPD) for C4H2 in the gas phase.

Properties
Electronic energy ... -4175.8075 eV
Spin multiplicity ... 1
SMILES string ... C#CC#C

Last column: natural (NBO) charge in e.
CARTESIAN COORDINATES (ANGSTROEM)
C -0.42 0.10 1.72  -0.1502
C -0.60 -0.31 0.60  -0.0889
C -0.30 -0.37 -0.75  -0.0884
C 0.37 -0.13 -1.73  -0.1529
H -0.16 0.62 2.61  0.2401
H 1.11 0.10 -2.45  0.2402

Record 4
Density functional theory data (wB97M-V/def2-TZVPD) for C4H2 in the gas phase in a non-equilibrium geometry.

Properties
Electronic energy ... -4173.7162 eV
Spin multiplicity ... 1
SMILES string ... C#CC#C

Last column: natural (NBO) charge in e.
CARTESIAN COORDINATES (ANGSTROEM)
C 2.16 0.01 -0.01  -0.2576
C 0.90 0.04 0.00  -0.0017
C -0.95 0.09 0.01  0.0155
C -2.14 -0.03 -0.01  -0.2464
H 3.21 -0.11 0.00  0.2477
H -3.19 0.01 0.01  0.2424

Record 5
Density functional theory data (wB97M-V/def2-TZVPD) for a molecular structure, C4H20B3MgO2S in a non-equilibrium geometry.

Properties
Electronic energy ... -26876.5887 eV
Spin multiplicity ... 1
Total charge ... -1

Last column: natural (NBO) charge in e.
CARTESIAN COORDINATES (ANGSTROEM)
Mg 1.04 -0.60 1.28  1.7881
B 3.07 -0.71 1.76  -0.7754
H 2.62 -1.73 2.19  -0.0197
H 4.23 -0.45 1.96  0.0027
H 2.77 -0.72 0.61  -0.0762
H 2.38 0.17 2.18  -0.0628
B 0.17 -1.93 -0.02  -0.8705
H 1.21 -1.57 -0.44  -0.0265
H -0.56 -1.05 0.29  -0.0608
H -0.46 -2.68 -0.74  0.0074
H 0.29 -2.46 1.03  0.0082
B -0.18 -0.14 3.18  -0.7355
H 0.18 0.64 2.37  -0.0905
H 0.05 -1.22 2.73  -0.0797
H 0.57 -0.11 4.14  -0.0095
H -1.35 -0.09 3.51  -0.0253
C -2.31 1.05 -2.11  -0.4073
C -1.24 0.12 -2.71  -0.4143
C 0.12 0.75 -2.41  -0.6720
S -0.11 1.67 -0.87  2.2099
O 0.07 3.08 -1.08  -0.9413
O 0.64 1.01 0.15  -1.0063
C -1.85 1.31 -0.68  -0.6776
H -3.28 0.56 -2.08  0.2205
H -2.44 1.98 -2.66  0.2071
H -1.42 0.04 -3.79  0.2124
H -1.30 -0.87 -2.26  0.2530
H 0.46 1.48 -3.14  0.2382
H 0.88 0.00 -2.21  0.2754
H -2.38 2.08 -0.13  0.2540
H -1.85 0.39 -0.08  0.2743

Record 6
Density functional theory data (wB97M-V/def2-TZVPD) for a molecular structure, C4H20BClCuN8O4 in a non-equilibrium geometry.

Properties
<S²> ... 0.75
Electronic energy ... -82415.3104 eV
Spin multiplicity ... 2

Last column: Mulliken spin population.
CARTESIAN COORDINATES (ANGSTROEM)
Cu -14.90 21.66 -19.99  -0.0010
B -14.34 22.07 -16.55  0.0036
H -13.58 21.80 -17.27  0.0008
H -14.44 21.29 -15.81  0.0002
H -13.85 22.91 -16.08  0.0021
H -15.23 22.34 -17.08  0.0001
Cl -19.00 21.88 -20.41  0.9948
C -15.48 18.49 -24.44  -0.0001
O -15.36 19.19 -23.51  -0.0001
N -15.40 18.75 -25.70  0.0000
N -15.84 17.29 -24.34  0.0000
H -15.23 19.73 -25.88  0.0000
H -15.58 18.06 -26.41  0.0000
H -16.09 16.89 -23.45  0.0000
H -15.69 16.65 -25.11  0.0000
C -10.24 23.21 -21.39  -0.0002
O -11.25 22.57 -21.13  0.0000
N -9.73 23.53 -22.58  0.0000
N -9.47 23.63 -20.41  0.0000
H -10.22 23.26 -23.42  0.0000
H -9.10 24.32 -22.63  0.0000
H -8.54 23.96 -20.62  0.0000
H -9.81 23.50 -19.47  0.0000
C -14.95 26.99 -21.48  0.0000
O -15.02 25.86 -21.03  0.0001
N -15.71 27.68 -22.32  0.0000
N -13.96 27.79 -21.26  0.0000
H -15.58 28.68 -22.44  0.0000
H -16.57 27.34 -22.72  0.0000
H -13.24 27.55 -20.59  0.0000
H -13.75 28.51 -21.94  0.0000
C -15.92 17.42 -17.78  -0.0001
O -15.26 18.09 -18.55  -0.0001
N -17.17 17.66 -17.42  0.0002
N -15.39 16.45 -17.01  0.0000
H -17.70 17.08 -16.78  0.0000
H -17.56 18.51 -17.78  -0.0004
H -14.53 16.09 -17.39  0.0000
H -15.97 16.00 -16.32  0.0000

Record 7
Density functional theory data (wB97M-V/def2-TZVPD) for 6 unconnected molecules or ions with the total composition C4H20N2O6 in a non-equilibrium geometry.

Properties
Electronic energy ... -19737.4973 eV
Spin multiplicity ... 1
SMILES string ... NC(N)=O.CC(C)O.O.O.O.O

Last column: natural (NBO) charge in e.
CARTESIAN COORDINATES (ANGSTROEM)
N -2.39 5.08 -5.65  -0.8150
C -1.52 4.13 -5.51  0.7420
N -1.11 3.64 -6.65  -0.8177
O -1.22 3.61 -4.45  -0.6794
H -2.98 5.40 -4.89  0.4173
H -2.61 5.26 -6.62  0.3693
H -1.47 4.13 -7.47  0.3664
H -0.39 2.94 -6.74  0.4170
C -1.54 -2.42 -1.03  -0.6386
C -1.85 -3.08 0.35  0.1022
C -0.81 -4.21 0.64  -0.6242
O -1.75 -2.16 1.49  -0.7412
H -1.83 -1.37 -0.94  0.2171
H -2.09 -2.85 -1.86  0.2124
H -0.48 -2.48 -1.26  0.2101
H -2.85 -3.51 0.26  0.1600
H 0.15 -3.70 0.73  0.2115
H -0.69 -4.90 -0.20  0.2084
H -1.01 -4.77 1.55  0.2115
H -2.60 -1.74 1.65  0.4707
O 1.79 1.66 6.80  -0.9363
H 2.19 0.99 6.24  0.4715
H 2.45 1.83 7.47  0.4647
O 5.80 0.68 3.06  -0.9356
H 6.06 0.57 3.97  0.4633
H 4.84 0.73 3.09  0.4722
O 2.03 -2.28 4.78  -0.9410
H 2.45 -3.11 5.01  0.4677
H 1.19 -2.53 4.40  0.4736
O 1.13 1.48 0.71  -0.9388
H 0.38 1.10 1.16  0.4687
H 0.76 1.87 -0.08  0.4702

Record 8
Density functional theory data (wB97M-V/def2-TZVPD) for 5 unconnected molecules or ions with the total composition C4H20N2O6 in a non-equilibrium geometry.

Properties
Electronic energy ... -19722.6952 eV
Spin multiplicity ... 1
Total charge ... +2

Last column: natural (NBO) charge in e.
CARTESIAN COORDINATES (ANGSTROEM)
O 0.74 0.31 -1.66  -0.5623
C 0.28 -0.49 -0.89  0.7954
O -0.06 -1.72 -1.26  -0.6943
C -0.07 -0.32 0.58  -0.1863
C -1.35 0.49 0.82  -0.4373
C -1.10 1.99 0.84  -0.2221
N -0.55 2.72 -0.38  -0.7064
N -0.26 -1.64 1.34  -0.7418
H 0.14 -1.97 -2.17  0.5335
H 0.79 0.15 1.12  0.3046
H -1.91 0.13 1.68  0.2632
H -2.10 0.32 0.04  0.2405
H -0.52 2.33 1.70  0.2413
H -2.09 2.48 0.88  0.2369
H 0.28 3.28 -0.12  0.4626
H -0.08 2.12 -1.08  0.4922
H -1.29 3.32 -0.72  0.4530
H 0.26 -1.58 2.25  0.4831
H -1.23 -1.89 1.58  0.4283
H -0.15 -2.55 0.78  0.5019
H 2.50 -1.50 2.83  0.5166
H 1.79 -0.35 3.69  0.5165
O 1.78 -0.85 2.86  -0.9869
H 2.28 1.20 -0.54  0.4975
H 3.09 2.38 0.22  0.5128
O 2.26 1.87 0.16  -1.0053
H -0.60 2.19 -3.57  0.5020
H -1.76 1.34 -3.20  0.4955
O -0.98 1.75 -2.80  -0.9802
H -1.94 -3.86 -0.04  0.4872
H -0.86 -4.31 -0.77  0.4984
O -0.99 -3.98 0.14  -0.9401

Record 9
Density functional theory data (wB97M-V/def2-TZVPD) for 7 unconnected molecules or ions with the total composition C4H20NO7S in a non-equilibrium geometry.

Properties
Electronic energy ... -31133.2515 eV
Spin multiplicity ... 1
Total charge ... -1

Last column: natural (NBO) charge in e.
CARTESIAN COORDINATES (ANGSTROEM)
C 0.58 1.25 0.92  -0.2485
N 0.45 0.82 2.30  -0.6491
C 0.40 -0.52 2.64  0.5112
O 0.44 -0.84 3.83  -0.6388
C 2.05 1.31 0.47  -0.4288
C 2.68 -0.05 0.28  -0.5203
S 1.95 -1.04 -1.08  -0.6876
H -0.02 0.53 0.28  0.2229
H 0.12 2.31 0.81  0.2216
H 0.65 1.54 3.04  0.4045
H 0.32 -1.25 1.83  0.1506
H 2.08 1.88 -0.53  0.1966
H 2.64 1.93 1.17  0.1908
H 3.80 0.08 0.07  0.1974
H 2.62 -0.68 1.20  0.1920
H 1.52 -0.53 -3.93  0.4936
H 1.83 0.86 -3.30  0.4982
O 1.25 0.40 -3.98  -0.9708
H 0.12 -0.07 -1.55  0.4941
H -0.28 0.35 -3.02  0.5201
O -0.68 0.12 -2.12  -1.0738
H -0.54 -2.67 -1.27  0.4888
H -1.20 -1.47 -1.93  0.5086
O -1.40 -2.39 -1.59  -1.0044
H -2.58 -1.45 1.01  0.4580
H -2.54 -1.91 -0.41  0.5067
O -3.07 -1.47 0.29  -0.9639
H -2.98 0.12 -0.32  0.4955
H -1.95 0.87 -1.22  0.5018
O -2.68 1.05 -0.57  -1.0436
H -1.71 1.87 2.13  0.4581
H -2.48 2.07 0.86  0.4952
O -2.34 2.47 1.68  -0.9763

Repeat the seventh record exactly.
Density functional theory data (wB97M-V/def2-TZVPD) for 6 unconnected molecules or ions with the total composition C4H20N2O6 in a non-equilibrium geometry.

Properties
Electronic energy ... -19737.4973 eV
Spin multiplicity ... 1
SMILES string ... NC(N)=O.CC(C)O.O.O.O.O

Last column: natural (NBO) charge in e.
CARTESIAN COORDINATES (ANGSTROEM)
N -2.39 5.08 -5.65  -0.8150
C -1.52 4.13 -5.51  0.7420
N -1.11 3.64 -6.65  -0.8177
O -1.22 3.61 -4.45  -0.6794
H -2.98 5.40 -4.89  0.4173
H -2.61 5.26 -6.62  0.3693
H -1.47 4.13 -7.47  0.3664
H -0.39 2.94 -6.74  0.4170
C -1.54 -2.42 -1.03  -0.6386
C -1.85 -3.08 0.35  0.1022
C -0.81 -4.21 0.64  -0.6242
O -1.75 -2.16 1.49  -0.7412
H -1.83 -1.37 -0.94  0.2171
H -2.09 -2.85 -1.86  0.2124
H -0.48 -2.48 -1.26  0.2101
H -2.85 -3.51 0.26  0.1600
H 0.15 -3.70 0.73  0.2115
H -0.69 -4.90 -0.20  0.2084
H -1.01 -4.77 1.55  0.2115
H -2.60 -1.74 1.65  0.4707
O 1.79 1.66 6.80  -0.9363
H 2.19 0.99 6.24  0.4715
H 2.45 1.83 7.47  0.4647
O 5.80 0.68 3.06  -0.9356
H 6.06 0.57 3.97  0.4633
H 4.84 0.73 3.09  0.4722
O 2.03 -2.28 4.78  -0.9410
H 2.45 -3.11 5.01  0.4677
H 1.19 -2.53 4.40  0.4736
O 1.13 1.48 0.71  -0.9388
H 0.38 1.10 1.16  0.4687
H 0.76 1.87 -0.08  0.4702